Arrangement w

{"formula": "C5H6NO2S", "method": "ωB97M-V/def2-TZVPD", "orbital_gap_ev": 9.63, "homo_ev": -13.4929, "lumo_ev": -3.86, "charge": 1, "symbols": ["S", "O", "O", "N", "C", "C", "C", "C", "C", "H", "H", "H", "H", "H", "H"], "xyz": [[3.61443, 0.13906, -0.63256], [-3.56350, -1.93833, -0.52371], [5.40033, -1.60625, 0.31727], [0.39689, 0.27199, -0.03736], [4.69794, -0.80625, -0.12089], [-2.48102, -1.54205, -0.46727], [-0.84052, 0.37993, -0.89932], [-1.35067, -0.94748, -0.23286], [-0.30580, -0.75028, 0.85508], [0.74041, 1.05188, 0.49916], [-0.58976, 0.26504, -2.03808], [1.11672, -0.10335, -0.53980], [-1.55757, 1.19434, -0.48151], [0.31167, -1.51595, 1.09179], [-0.65966, -0.34566, 1.72620]], "lowdin_charge": [0.8347, 0.2579, 0.1609, 0.0925, -0.8402, -0.1003, -0.0132, -0.1627, 0.0035, 0.1713, 0.1761, 0.0245, 0.1754, 0.1036, 0.1161]}

=====

Arrangement x

{"formula": "C5H6NO2S", "method": "ωB97M-V/def2-TZVPD", "orbital_gap_ev": 7.74, "homo_ev": -14.6617, "lumo_ev": -6.92, "charge": 1, "symbols": ["S", "O", "O", "N", "C", "C", "C", "C", "C", "H", "H", "H", "H", "H", "H"], "xyz": [[1.74795, 0.21448, 0.88110], [0.52022, -1.26624, -1.23750], [-1.65126, -1.57186, -1.35450], [-0.69326, 1.30971, 0.39893], [0.19371, 1.84857, -0.40716], [1.57235, 1.36240, -0.26377], [-0.78936, -1.08823, 0.86151], [-0.68901, -1.46333, -0.65948], [-0.30783, 0.27450, 1.19966], [2.44646, 1.70617, -0.95747], [-0.47813, 0.21737, 2.29097], [-0.36082, -1.80036, 1.54549], [-0.05808, 2.63503, -1.11220], [-1.85026, -1.12211, 1.01423], [0.39731, -1.25610, -2.19981]], "lowdin_charge": [1.1677, 0.0487, 0.1573, 0.1225, -0.0968, -0.3368, -0.0825, -0.4787, -0.3689, 0.1482, 0.1624, 0.1313, 0.1386, 0.1400, 0.1471]}

=====

Q: Which of them is the most stable? A: arrangement x.

=====

Arrangement w

{"formula": "C2H7O2", "method": "ωB97M-V/def2-TZVPD", "orbital_gap_ev": 10.00, "homo_ev": -16.0928, "lumo_ev": -6.10, "charge": 1, "symbols": ["O", "O", "C", "C", "H", "H", "H", "H", "H", "H", "H"], "xyz": [[1.35527, 0.55024, 0.65401], [0.25250, -1.43931, -1.42132], [0.20443, 0.78807, 0.18025], [-0.96839, 0.31180, 0.92656], [0.22414, 1.48543, -0.66688], [-0.89281, 0.29915, 2.02442], [1.00439, -1.92318, -1.82420], [-1.86964, 0.83810, 0.59156], [2.08359, 1.17848, 0.77883], [-0.96155, -0.79499, 0.84072], [-0.43193, -1.29379, -2.08396]], "lowdin_charge": [0.1897, -0.0426, -0.0519, 0.0185, 0.1686, 0.1294, 0.0848, 0.1148, 0.1932, 0.1323, 0.0632]}

=====

Arrangement x

{"formula": "C2H7O2", "method": "ωB97M-V/def2-TZVPD", "orbital_gap_ev": 9.29, "homo_ev": -15.2053, "lumo_ev": -5.91, "charge": 1, "symbols": ["O", "O", "C", "C", "H", "H", "H", "H", "H", "H", "H"], "xyz": [[1.92582, -1.58718, 0.12332], [-1.09875, 0.42636, -1.42080], [-1.19183, 0.95825, -0.28259], [-0.36985, 0.46117, 0.78875], [0.44439, 1.19503, 0.87335], [-0.89399, 0.45853, 1.74069], [2.77689, -1.48262, -0.32319], [-1.88025, 1.79248, -0.14422], [-1.65510, 0.82109, -2.12141], [1.86948, -2.54359, 0.23756], [0.07319, -0.49951, 0.52853]], "lowdin_charge": [-0.0568, 0.2435, -0.0387, 0.0227, 0.1485, 0.1248, 0.0566, 0.1723, 0.1899, 0.0555, 0.0817]}

=====

Arrangement y

{"formula": "C2H7O2", "method": "ωB97M-V/def2-TZVPD", "orbital_gap_ev": 12.20, "homo_ev": -17.5393, "lumo_ev": -5.34, "charge": 1, "symbols": ["O", "O", "C", "C", "H", "H", "H", "H", "H", "H", "H"], "xyz": [[0.09112, -1.21605, 1.79091], [-1.33132, -0.06635, 0.09036], [0.63191, 0.84880, -1.13631], [-0.79297, 0.58511, -0.82215], [1.00255, 1.68709, -0.55078], [-1.49302, 0.70780, -1.65673], [0.76889, 0.82845, -2.21323], [0.95211, -0.94811, 2.18180], [-0.67721, -0.51108, 0.80962], [-0.37025, -1.87856, 2.33685], [1.21819, -0.03712, -0.83034]], "lowdin_charge": [0.0245, 0.1894, 0.0183, -0.0744, 0.1200, 0.1615, 0.1069, 0.1277, 0.0910, 0.1216, 0.1134]}

=====

Q: Which of them is the most stable? A: arrangement y.

=====

Arrangement w

{"formula": "C5H13NO3", "method": "ωB97M-V/def2-TZVPD", "orbital_gap_ev": 10.77, "homo_ev": -9.8809, "lumo_ev": 0.88, "charge": 0, "symbols": ["O", "O", "O", "N", "C", "C", "C", "C", "C", "H", "H", "H", "H", "H", "H", "H", "H", "H", "H", "H", "H", "H"], "xyz": [[-1.17387, -1.41420, -0.51221], [1.92693, 0.01504, 1.16372], [-3.45209, -0.75278, -0.27297], [0.30241, 1.35879, 0.21929], [0.96519, -0.52266, 2.04460], [1.48029, 0.90234, 0.17721], [-2.18208, -0.72718, 0.27774], [-1.01932, -0.86814, -1.81218], [2.66791, 1.53073, -0.50984], [2.61664, 1.34057, -1.58138], [0.35906, 0.25477, 2.51734], [1.51486, -1.11511, 2.77568], [-3.75399, -1.66682, -0.35027], [0.16469, 2.19166, -0.34363], [0.28932, -1.19110, 1.50421], [-1.95907, -0.78566, -2.36390], [-0.36979, -1.54171, -2.36745], [2.65700, 2.60870, -0.36226], [-1.89662, 0.32657, 0.36833], [-2.13741, -1.20700, 1.26415], [3.59295, 1.12711, -0.10934], [-0.59302, 0.13607, -1.72683]], "lowdin_charge": [-0.1907, -0.0976, -0.0217, 0.1459, -0.0899, -0.4444, -0.3077, -0.1154, -0.0038, 0.0800, 0.0882, 0.0904, 0.1022, 0.0735, 0.0703, 0.0805, 0.0870, 0.0828, 0.1038, 0.1258, 0.0788, 0.0620]}

=====

Arrangement x

{"formula": "C5H13NO3", "method": "ωB97M-V/def2-TZVPD", "orbital_gap_ev": [8.63, 8.63], "homo_ev": [-9.2268, -9.2269], "lumo_ev": [-0.60, -0.60], "charge": 0, "symbols": ["O", "O", "O", "N", "C", "C", "C", "C", "C", "H", "H", "H", "H", "H", "H", "H", "H", "H", "H", "H", "H", "H"], "xyz": [[0.41822, 0.07539, -1.81679], [0.85962, -1.48775, -0.23996], [-1.34184, -0.61089, -0.17364], [-1.42575, -2.34077, -0.69912], [0.40659, -0.33737, -0.49290], [2.30882, 1.13606, 0.19987], [0.52652, 0.52477, 1.88026], [0.82297, 0.83918, 0.41623], [-2.28692, 0.23549, -0.80639], [-0.54151, 0.39825, 2.04855], [2.90951, 0.27349, 0.48859], [0.36345, -0.72550, -2.35778], [-2.10745, -2.50672, 0.04225], [-3.28076, -0.20112, -0.69166], [-2.27952, 1.19785, -0.28744], [-2.04175, 0.36639, -1.86085], [0.23795, 1.70294, 0.08807], [-0.58582, -2.83187, -0.38897], [0.88558, 1.33333, 2.51709], [1.02673, -0.39789, 2.17033], [2.51616, 1.36561, -0.84411], [2.60921, 1.99114, 0.80838]], "lowdin_charge": [0.0506, -0.0483, -0.2210, 0.2298, -0.6104, -0.0538, -0.0602, -0.3396, -0.0779, 0.0706, 0.0883, 0.1196, 0.0653, 0.0885, 0.1041, 0.0886, 0.1330, 0.0523, 0.0776, 0.0848, 0.0791, 0.0790]}

=====

Q: Which of them is the most stable? A: arrangement w.

=====

Arrangement w

{"formula": "C5H13NO3", "method": "ωB97M-V/def2-TZVPD", "orbital_gap_ev": 7.79, "homo_ev": -7.0072, "lumo_ev": 0.78, "charge": 0, "symbols": ["O", "O", "O", "N", "C", "C", "C", "C", "C", "H", "H", "H", "H", "H", "H", "H", "H", "H", "H", "H", "H", "H"], "xyz": [[-1.51531, -0.52414, -2.36179], [0.65898, -1.29882, -0.36014], [-1.93042, 1.22630, -0.36871], [0.04854, -2.57378, -0.34151], [-0.61808, 1.05776, -0.82078], [-0.44594, 0.06013, -1.74575], [1.27695, -0.66695, 1.11172], [0.32413, -0.27088, 2.20669], [0.38878, 2.10437, -0.48786], [0.36257, 2.34575, 0.58001], [2.01835, 0.07663, 0.83736], [-1.91517, 1.51897, 0.54874], [-2.31092, -0.15198, -1.95254], [0.16784, 3.04494, -1.00222], [0.48637, -3.12775, -1.07641], [1.79905, -1.58952, 1.35970], [1.37883, 1.74818, -0.76876], [-0.92926, -2.41291, -0.57722], [0.74857, -0.52424, 3.18128], [0.46593, -0.02584, -2.31686], [0.15497, 0.80576, 2.23040], [-0.61475, -0.82200, 2.12465]], "lowdin_charge": [0.0172, -0.3228, -0.0026, 0.0089, -0.3842, -0.1749, -0.0855, -0.1005, -0.0546, 0.0643, 0.0923, 0.0936, 0.0972, 0.0833, 0.0812, 0.0918, 0.0822, 0.0689, 0.0771, 0.1305, 0.0531, 0.0838]}

=====

Arrangement x

{"formula": "C5H13NO3", "method": "ωB97M-V/def2-TZVPD", "orbital_gap_ev": 10.57, "homo_ev": -9.9055, "lumo_ev": 0.66, "charge": 0, "symbols": ["O", "O", "O", "N", "C", "C", "C", "C", "C", "H", "H", "H", "H", "H", "H", "H", "H", "H", "H", "H", "H", "H"], "xyz": [[1.38549, -2.44190, -1.03060], [-0.78068, -1.67656, -0.79051], [-0.05191, -0.96775, 1.76033], [-1.70846, 0.42857, 1.17625], [0.07441, 1.30540, 2.53472], [-0.55194, 0.14426, 1.80314], [0.99034, -0.08760, -1.33622], [0.43143, -1.51421, -1.46073], [0.03203, 0.96739, -1.87368], [0.23178, -1.75113, -2.51357], [0.51516, 1.98504, 1.81006], [1.21777, 0.10571, -0.28631], [-0.58143, -1.66991, 0.17017], [-0.66947, 1.84628, 3.11187], [-0.89577, 0.96962, -1.31228], [1.50433, -2.33448, -0.07534], [1.92888, -0.05955, -1.89414], [0.85399, 0.94147, 3.19706], [0.48459, 1.95326, -1.80735], [-2.08405, 1.36202, 1.16357], [-0.20688, 0.76118, -2.91738], [-2.11960, -0.26711, 0.57093]], "lowdin_charge": [0.0031, -0.0257, 0.0251, 0.1764, 0.0039, -0.5869, -0.1865, -0.4903, -0.0976, 0.1547, 0.0853, 0.0973, 0.0478, 0.0808, 0.0471, 0.0953, 0.1161, 0.0865, 0.0685, 0.1130, 0.0771, 0.1092]}

=====

Q: Which of them is the most stable? A: arrangement x.

=====

Arrangement w

{"formula": "C3H14N2O2", "method": "ωB97M-V/def2-TZVPD", "orbital_gap_ev": 10.07, "homo_ev": -9.3390, "lumo_ev": 0.73, "charge": 0, "symbols": ["O", "O", "N", "N", "C", "C", "C", "H", "H", "H", "H", "H", "H", "H", "H", "H", "H", "H", "H", "H", "H"], "xyz": [[-0.34370, 1.09959, 2.51332], [-2.82126, 0.62436, 2.47447], [0.68362, 1.73938, -0.28275], [0.32455, -2.67582, -1.07758], [0.38117, 0.86049, -1.49079], [0.98273, -1.59717, -1.96594], [1.26269, -0.39606, -1.12428], [0.09098, -2.38106, -0.21914], [-2.64538, 0.38075, 3.38766], [2.33112, -0.00255, -1.24314], [0.49055, -1.34994, -2.95356], [1.69285, 1.82518, -0.25803], [-0.09213, 0.20990, 2.73248], [-2.03917, 1.06754, 2.06307], [1.95890, -2.12600, -2.10731], [1.08268, -0.56661, -0.00834], [-0.59184, 0.47281, -1.35921], [-0.43988, -2.99094, -1.64475], [-0.11858, 1.18208, 1.63114], [0.09253, 2.55779, -0.43087], [0.69037, 1.28096, -2.48398]], "lowdin_charge": [-0.0291, -0.1076, -0.0334, 0.0118, -0.2366, -0.2554, -0.2504, -0.0141, 0.0226, 0.1219, 0.1256, 0.0689, 0.0557, 0.0074, 0.1014, 0.1176, 0.0904, 0.0497, -0.0466, 0.0787, 0.1216]}

=====

Arrangement x

{"formula": "C3H14N2O2", "method": "ωB97M-V/def2-TZVPD", "orbital_gap_ev": 10.57, "homo_ev": -9.7189, "lumo_ev": 0.86, "charge": 0, "symbols": ["O", "O", "N", "N", "C", "C", "C", "H", "H", "H", "H", "H", "H", "H", "H", "H", "H", "H", "H", "H", "H"], "xyz": [[-1.55409, 2.85194, 4.35181], [-1.29380, 2.47846, 1.15531], [1.01423, -1.17783, -3.46386], [0.14175, -0.24105, 1.31737], [0.56216, -1.69239, -2.10453], [0.59839, -0.54040, -1.13184], [0.95957, -0.97613, 0.30585], [-1.69604, 2.87792, 3.39164], [-0.45699, -2.08654, -2.23605], [0.98891, -1.98536, -4.08020], [-0.69851, 3.06533, 0.72013], [0.42609, -0.50135, 2.26065], [1.36546, 0.19079, -1.41377], [1.23568, -2.55132, -2.00628], [-0.72463, -0.77109, 1.24543], [-0.35127, 0.00170, -1.10141], [-0.93315, 1.58493, 1.22481], [0.56908, -2.00051, 0.34223], [-2.45773, 3.11459, 4.60582], [2.04514, -1.06180, 0.41023], [0.25973, -0.57991, -3.79335]], "lowdin_charge": [-0.0827, -0.0607, -0.0324, -0.0174, -0.2817, -0.2178, -0.2641, -0.0013, 0.1062, 0.0514, 0.0232, 0.0779, 0.1091, 0.1112, 0.0782, 0.1080, -0.0113, 0.0943, 0.0383, 0.1161, 0.0557]}

=====

Q: Which of them is the most stable? A: arrangement x.